Entry one
Formula: C5H5ClN2
Source: the Open Molecules 2025 dataset
Level of theory: wB97M-V/def2-TZVPD

Atoms and positions in Å:
C: 0.64 1.14 -1.87
C: 0.58 -0.04 -1.24
C: -0.57 0.50 0.98
C: -0.80 -0.32 2.02
C: 0.09 -1.55 0.66
H: 1.29 1.10 -2.81
H: 1.02 -0.92 -1.79
H: -0.88 1.55 0.80
H: -1.21 0.18 2.90
H: 0.40 -2.44 0.02
N: -0.04 -0.35 -0.02
N: -0.46 -1.60 1.85
Cl: -0.07 2.74 -1.50

total charge	0
gap between HOMO and LUMO	0.35777	Eh

=====

Entry two
Formula: C5H5ClN2
Source: the Open Molecules 2025 dataset
Level of theory: wB97M-V/def2-TZVPD

Atoms and positions in Å:
C: 2.65 1.93 0.21
C: 0.25 1.31 -0.37
C: 1.50 1.31 -0.06
C: 2.44 -0.80 0.45
C: -0.79 0.20 -0.32
N: 3.67 2.32 0.62
N: 1.90 -1.40 1.32
Cl: 3.66 -1.05 -0.63
H: -0.39 2.07 -0.78
H: -0.70 -0.53 0.51
H: -1.80 0.54 -0.25
H: -0.42 -0.40 -1.16
H: 2.35 -2.02 1.99

total charge	0
gap between HOMO and LUMO (spin up / spin down)	0.28235 / 0.28252	Eh

=====

Entry three
Formula: C5H5ClN2
Source: the Open Molecules 2025 dataset
Level of theory: wB97M-V/def2-TZVPD

Atoms and positions in Å:
C: 2.00 -0.56 1.43
C: 1.41 0.52 0.70
N: 0.16 0.36 0.01
C: -0.91 -0.57 0.25
C: -1.72 -0.34 -0.90
C: -1.23 0.81 -1.48
Cl: -2.35 1.37 -2.74
N: -0.12 1.21 -1.01
H: 3.06 -0.52 1.89
H: 1.63 -1.62 1.43
H: 1.72 1.65 0.84
H: -0.88 -1.51 0.90
H: -2.76 -0.79 -1.32

structure (SMILES)	C=Cn1ccc(Cl)n1
total charge	0
gap between HOMO and LUMO	0.34521	Eh

=====

Entry four
Formula: C5H5ClN2
Source: the Open Molecules 2025 dataset
Level of theory: wB97M-V/def2-TZVPD

Atoms and positions in Å:
N: 1.96 2.32 -0.20
C: 1.11 1.53 -0.01
C: 0.17 0.44 0.13
C: 0.69 -0.82 -0.07
N: 1.97 -1.14 -0.11
C: -1.23 0.80 0.19
C: -2.24 -0.05 -0.05
Cl: -3.86 0.42 -0.11
H: 0.03 -1.67 -0.07
H: 2.73 -0.44 0.00
H: 2.24 -2.11 0.04
H: -1.47 1.86 0.34
H: -2.09 -1.13 -0.08

structure (SMILES)	N#CC(=C\N)/C=C/Cl
total charge	0
gap between HOMO and LUMO	0.30918	Eh

=====

Tell me which of them is the most stable. Sure, it is entry four.

=====

Entry one
Formula: C5H7P
Source: the Open Molecules 2025 dataset
Level of theory: wB97M-V/def2-TZVPD

Atoms and positions in Å:
C: -0.25 -0.71 1.01
C: -1.03 0.02 1.71
C: 0.84 -1.39 0.21
C: 0.72 -0.26 -0.74
C: -0.69 0.20 -0.31
P: -0.83 2.08 -0.38
H: 1.87 -1.74 0.60
H: 0.37 -2.32 -0.22
H: 1.43 0.49 -0.41
H: 1.01 -0.47 -1.76
H: -1.50 -0.26 -0.82
H: 0.09 2.27 0.68
H: -2.03 2.10 0.45

total charge	0
gap between HOMO and LUMO	0.36089	Eh

=====

Entry two
Formula: C5H7P
Source: the Open Molecules 2025 dataset
Level of theory: wB97M-V/def2-TZVPD

Atoms and positions in Å:
C: -0.53 -1.01 -1.13
C: -1.03 -1.69 -0.20
C: 0.22 0.08 -1.68
C: 0.36 0.55 -0.25
C: -0.78 -0.13 0.55
P: -0.26 -0.54 2.24
H: 0.96 -0.30 -2.27
H: -0.42 0.83 -2.20
H: 1.39 0.40 0.05
H: 0.21 1.72 -0.10
H: -1.76 0.34 0.46
H: 0.62 0.55 2.22
H: 0.76 -1.38 1.82

total charge	0
gap between HOMO and LUMO	0.37382	Eh

=====

Tell me which of them is the most stable. Sure, it is entry one.

=====

Entry one
Formula: C8H13NO2
Source: the Open Molecules 2025 dataset
Level of theory: wB97M-V/def2-TZVPD

Atoms and positions in Å:
C: 0.62 -1.28 0.52
C: -0.16 -0.43 -0.49
C: -1.10 -1.25 -1.41
C: 0.65 0.44 -1.47
C: 1.83 1.18 -0.70
N: 1.32 1.93 0.41
C: 0.14 1.62 0.87
C: -0.96 0.54 0.42
C: -1.44 -0.03 1.74
O: -2.52 -0.51 1.86
O: -0.58 0.02 2.81
H: 1.43 -2.00 0.07
H: -0.11 -1.98 1.14
H: 1.12 -0.60 1.08
H: -1.72 -2.10 -0.98
H: -0.61 -1.78 -2.26
H: -1.88 -0.71 -1.77
H: -0.02 1.19 -2.02
H: 1.14 -0.16 -2.15
H: 2.54 0.64 -0.20
H: 2.23 1.79 -1.56
H: -0.22 2.20 1.62
H: -1.98 0.92 -0.01
H: 0.29 0.37 2.48

structure (SMILES)	CC1(C)CCN=C[C@@H]1C(=O)O
total charge	0
gap between HOMO and LUMO	0.37515	Eh

=====

Entry two
Formula: C8H13NO2
Source: the Open Molecules 2025 dataset
Level of theory: wB97M-V/def2-TZVPD

Atoms and positions in Å:
C: -4.03 0.30 -0.13
C: -3.07 0.73 -0.93
O: -1.73 0.35 -0.84
C: -1.34 -0.76 -0.11
O: -2.08 -1.53 0.49
N: 0.00 -1.04 -0.15
C: 0.54 -2.20 0.61
C: 1.04 -0.25 -0.63
C: 1.88 -0.71 -1.60
C: 1.07 1.28 -0.20
C: 1.58 1.42 1.18
H: -3.96 -0.55 0.47
H: -4.96 0.67 -0.43
H: -2.98 1.52 -1.60
H: 1.07 -2.73 -0.30
H: 1.16 -1.78 1.45
H: -0.27 -2.82 1.02
H: 2.74 -0.12 -1.86
H: 1.81 -1.70 -1.61
H: 1.52 1.87 -0.96
H: 0.08 1.50 -0.24
H: 1.21 2.32 1.75
H: 2.65 1.37 1.17
H: 1.19 0.58 1.90

structure (SMILES)	C=COC(=O)N(C)C(=C)CC
total charge	0
gap between HOMO and LUMO	0.35908	Eh

=====

Tell me which of them is the most stable. Sure, it is entry one.

=====

Entry one
Formula: C8H13NO2
Source: the Open Molecules 2025 dataset
Level of theory: wB97M-V/def2-TZVPD

Atoms and positions in Å:
C: -2.41 -1.67 -0.13
C: -1.01 -1.10 0.09
C: -0.98 0.43 0.12
C: -1.68 1.01 1.36
C: 0.41 0.91 0.10
C: 1.37 1.73 0.41
C: 1.79 0.51 -0.36
C: 2.24 0.53 -1.80
N: 2.42 -0.54 0.43
O: 3.22 -1.26 -0.12
O: 2.09 -0.63 1.59
H: -3.06 -1.43 0.71
H: -2.85 -1.26 -1.04
H: -2.36 -2.75 -0.22
H: -0.37 -1.44 -0.73
H: -0.59 -1.49 1.02
H: -1.48 0.81 -0.78
H: -1.22 0.62 2.26
H: -1.60 2.09 1.37
H: -2.73 0.74 1.36
H: 1.75 2.61 0.86
H: 2.06 -0.44 -2.27
H: 3.30 0.74 -1.87
H: 1.69 1.30 -2.34

structure (SMILES)	CC[C@@H](C)C1=C[C@@]1(C)[N+](=O)[O-]
total charge	0
gap between HOMO and LUMO	0.39352	Eh

=====

Entry two
Formula: C8H13NO2
Source: the Open Molecules 2025 dataset
Level of theory: wB97M-V/def2-TZVPD

Atoms and positions in Å:
C: 1.17 -0.52 1.79
C: -0.88 0.27 -1.33
C: -1.85 -0.77 -0.59
C: -1.20 0.33 1.44
C: 0.17 0.20 0.94
C: 0.44 0.30 -0.61
C: 1.12 1.63 -0.71
C: 1.24 -0.84 -1.17
N: -1.68 -0.84 0.85
O: 2.28 -0.06 1.81
O: 0.75 -1.45 2.59
H: -0.73 -0.13 -2.30
H: -1.54 1.26 -1.42
H: -2.90 -0.56 -0.78
H: -1.68 -1.80 -0.94
H: -1.31 0.44 2.62
H: -1.67 1.22 1.08
H: 0.54 2.61 -0.45
H: 1.68 1.94 -1.50
H: 1.90 1.68 0.22
H: 1.45 -0.71 -2.26
H: 0.58 -1.71 -1.00
H: 2.31 -0.92 -0.70
H: -0.19 -1.59 2.43

total charge	0
gap between HOMO and LUMO (spin up / spin down)	0.33008 / 0.30720	Eh

=====

Tell me which of them is the most stable. Sure, it is entry two.

=====

Entry one
Formula: C3H4F2Si
Source: the Open Molecules 2025 dataset
Level of theory: wB97M-V/def2-TZVPD

Atoms and positions in Å:
C: -0.64 1.01 -1.72
Si: -1.90 1.41 -0.61
F: -3.18 2.22 -1.04
F: -2.20 1.36 0.96
H: 0.22 0.43 -1.12
H: -0.86 0.78 -2.75
C: 2.89 -0.84 2.74
C: 1.75 -0.56 2.52
H: 3.69 -1.46 2.69
H: 0.80 -0.23 2.25

structure (SMILES)	C=[Si](F)F.C#C
total charge	0
gap between HOMO and LUMO	0.33072	Eh

=====

Entry two
Formula: C3H4F2Si
Source: the Open Molecules 2025 dataset
Level of theory: wB97M-V/def2-TZVPD

Atoms and positions in Å:
C: 1.77 -2.52 0.99
C: 1.09 -2.10 0.05
Si: 0.05 -0.76 -1.39
C: -0.18 0.92 -0.64
F: -1.32 -1.44 -1.70
F: 0.83 -0.63 -2.75
H: 2.37 -3.00 1.69
H: -0.51 1.65 -1.42
H: -0.88 1.05 0.17
H: 0.85 1.20 -0.31

structure (SMILES)	C#C[Si](C)(F)F
total charge	0
gap between HOMO and LUMO	0.40915	Eh

=====

Tell me which of them is the most stable. Sure, it is entry two.